No. 1
This record from the Open Molecules 2025 dataset describes a molecular structure, C43H45BrClN6PSbY. The level of theory is ωB97M-V with the def2-TZVPD basis set.

Geometry as XYZ:
```
99
Properties=species:S:1:pos:R:3:forces:R:3
Y 0.305 0.476 -0.210 0.5 0.1 -0.5
C 0.593 -2.889 0.272 0.0 0.0 -0.1
C 0.679 -2.677 -1.213 0.0 0.0 0.1
C 0.820 -3.751 -2.083 0.1 -0.1 -0.1
C 0.961 -3.511 -3.435 0.0 0.0 0.1
C 0.932 -2.192 -3.887 0.0 -0.1 0.0
C 0.768 -1.169 -2.978 -0.1 0.1 0.0
N 0.652 -1.411 -1.649 0.0 -0.2 -0.1
Sb 0.555 0.828 -3.802 -0.1 0.0 0.0
C -1.423 1.001 -2.916 -0.1 -0.1 0.2
C -2.382 1.664 -3.659 0.1 0.1 0.0
C -3.722 1.301 -3.514 0.0 0.1 -0.1
C -4.014 0.184 -2.769 0.0 -0.1 0.0
C -2.997 -0.476 -2.071 0.1 0.0 -0.1
C -3.265 -1.854 -1.536 0.0 0.1 0.1
N -1.746 0.024 -2.032 -0.1 -0.1 -0.1
C 2.033 1.650 -2.434 0.0 -0.1 0.1
C 2.841 2.645 -2.948 0.0 0.0 0.0
C 4.162 2.738 -2.505 0.0 0.0 0.0
C 4.642 1.761 -1.659 0.0 0.0 0.0
C 3.778 0.782 -1.160 -0.1 0.0 0.1
C 4.316 -0.340 -0.324 0.0 0.0 -0.1
N 2.473 0.795 -1.476 0.0 0.0 0.0
H 0.308 -3.912 0.513 0.0 0.0 0.0
H -0.162 -2.240 0.738 0.0 0.0 0.0
H 1.567 -2.720 0.737 0.0 0.0 -0.1
H 0.833 -4.759 -1.691 0.0 0.0 0.0
H 1.088 -4.329 -4.133 0.0 0.0 0.0
H 1.028 -1.979 -4.944 0.0 0.0 0.0
H -2.097 2.405 -4.397 0.0 0.0 0.0
H -4.497 1.815 -4.068 0.0 0.0 0.0
H -5.013 -0.233 -2.766 0.0 0.0 0.0
H -4.143 -1.891 -0.894 0.0 0.0 0.0
H -2.408 -2.270 -1.016 0.1 0.0 0.1
H -3.473 -2.500 -2.393 0.0 0.0 0.0
H 2.487 3.293 -3.741 0.0 0.0 0.0
H 4.818 3.513 -2.881 0.0 0.0 0.0
H 5.689 1.730 -1.388 0.0 0.0 0.0
H 4.763 0.008 0.609 0.0 0.0 0.0
H 5.113 -0.833 -0.886 0.0 0.0 0.0
H 3.549 -1.083 -0.115 0.0 0.0 0.0
Cl -2.334 -0.186 0.932 -0.1 -0.1 -0.1
C -2.914 0.170 2.574 0.0 -0.1 0.0
C -4.120 -0.400 2.932 0.0 0.0 0.0
C -4.603 -0.137 4.206 0.0 0.0 0.0
C -3.880 0.671 5.078 0.0 0.0 0.0
C -2.672 1.218 4.683 0.0 0.0 0.0
C -2.163 0.979 3.402 0.0 0.0 0.0
P -0.526 1.575 2.898 0.1 0.1 0.2
C 0.443 0.921 4.297 0.1 0.0 0.0
C 0.446 -0.475 4.389 0.0 0.0 0.1
C 1.069 -1.113 5.449 -0.1 0.0 0.0
C 1.717 -0.360 6.424 0.0 0.0 0.0
C 1.722 1.024 6.337 0.0 0.0 0.0
C 1.079 1.668 5.282 0.1 0.0 0.1
C -0.702 3.392 3.131 -0.1 0.0 0.1
C -1.967 3.989 3.026 0.0 0.0 0.1
C -2.130 5.358 3.241 0.0 -0.1 0.0
C -1.030 6.156 3.540 0.0 0.0 0.1
C 0.235 5.580 3.613 0.0 0.0 0.0
C 0.395 4.215 3.408 0.0 0.0 -0.1
H -4.667 -1.033 2.247 0.0 0.0 0.0
H -5.544 -0.570 4.518 0.0 0.0 0.0
H -4.259 0.863 6.073 0.0 0.0 0.0
H -2.102 1.826 5.375 0.0 0.0 0.0
H -0.084 -1.072 3.651 0.0 0.0 0.0
H 1.035 -2.191 5.529 0.0 0.0 0.0
H 2.195 -0.853 7.260 0.0 0.0 0.0
H 2.202 1.612 7.108 0.0 0.0 0.0
H 1.056 2.750 5.270 0.0 -0.1 0.1
H -2.847 3.382 2.856 0.0 0.0 0.0
H -3.126 5.785 3.229 0.0 0.0 0.0
H -1.163 7.207 3.761 0.0 0.0 0.0
H 1.090 6.188 3.877 0.0 0.0 0.0
H 1.386 3.788 3.510 0.0 0.0 -0.1
Br 2.230 3.086 0.677 -0.1 0.0 0.1
C 2.789 1.609 1.735 0.0 0.1 0.0
C 3.796 1.807 2.649 0.1 0.0 0.0
C 4.185 0.715 3.420 0.0 0.0 0.0
C 3.535 -0.492 3.236 0.0 0.0 0.0
C 2.530 -0.570 2.291 0.0 -0.1 0.0
N 2.152 0.460 1.516 -0.1 0.0 0.2
H 4.269 2.774 2.750 0.0 0.0 0.0
H 4.978 0.817 4.150 0.0 0.0 0.0
H 3.791 -1.365 3.818 0.0 0.0 0.0
H 2.007 -1.505 2.146 0.0 0.1 0.0
N -1.167 5.890 0.283 0.1 0.1 0.1
C -1.580 5.060 -0.910 0.0 0.1 0.0
C -0.679 3.860 -1.171 0.1 -0.1 0.0
N -0.932 2.664 -0.335 -0.2 0.2 0.2
H -1.760 6.730 0.349 0.2 -0.2 0.0
H -0.196 6.223 0.202 -0.2 -0.1 0.0
H -1.267 5.403 1.201 0.0 0.1 -0.3
H -1.548 5.725 -1.771 0.0 0.0 0.0
H -2.617 4.767 -0.748 0.0 0.0 0.0
H 0.373 4.140 -1.083 0.0 0.0 0.0
H -0.833 3.570 -2.210 0.0 0.0 0.0
H -1.891 2.347 -0.501 0.1 0.1 0.0
H -0.893 2.922 0.657 0.0 0.0 -0.2
```
Forces are in eV/Å.

- Molar mass: 1002.87 g/mol
- Charge: +4
- HOMO: -18.0 eV



No. 2
This record from the Open Molecules 2025 dataset describes a molecular structure, C3H10N2. The level of theory is ωB97M-V with the def2-TZVPD basis set.

Geometry as XYZ:
```
15
Properties=species:S:1:pos:R:3:forces:R:3
C 2.121 -0.061 0.961 1.1 -0.3 -0.1
C 2.298 0.314 -0.370 0.6 1.6 1.0
N -0.258 -0.373 -0.502 1.6 0.5 0.7
C -1.641 -0.057 -0.697 -0.4 -1.0 -0.4
N -2.338 0.192 0.588 0.2 0.4 0.4
H 2.837 -0.736 1.412 -0.2 -0.3 0.0
H 1.499 0.524 1.615 -0.4 -0.3 -0.2
H 1.500 -0.690 0.015 -1.1 0.5 0.2
H 1.832 1.257 -0.599 -0.5 -0.4 -0.8
H 3.173 0.028 -0.935 -0.3 -0.6 -0.2
H -0.096 -1.381 -0.508 -0.6 -0.2 -0.3
H -1.781 0.790 -1.377 0.2 0.2 0.1
H -2.148 -0.899 -1.189 -0.2 0.1 0.0
H -1.603 0.185 1.290 0.0 -0.3 0.0
H -2.697 1.141 0.652 -0.1 0.0 -0.3
```
Forces are in eV/Å.

- Molar mass: 74.13 g/mol
- Charge: 0
- HOMO: -6.9 eV



No. 3
This record from the Open Molecules 2025 dataset describes 2 unconnected molecules or ions with the total composition C8H11F7N4O4S. The level of theory is ωB97M-V with the def2-TZVPD basis set.

Geometry as XYZ:
```
35
Properties=species:S:1:pos:R:3:forces:R:3
F 2.446 -2.338 1.348 0.0 -0.1 0.5
C 2.144 -1.049 1.032 0.2 0.1 0.0
C 1.774 -0.278 2.298 0.3 -0.2 0.1
N 0.786 0.764 1.953 0.0 0.0 0.3
N 0.205 1.563 2.785 0.1 -0.1 -0.2
N -0.622 2.333 2.114 -0.1 0.2 0.1
C -0.543 2.002 0.828 0.2 -0.1 0.1
C -1.278 2.609 -0.310 -0.1 0.0 0.0
C -2.786 2.744 -0.007 0.0 0.3 -0.1
O -3.313 1.685 0.753 0.0 0.0 -0.2
C -3.314 0.432 0.113 0.1 -0.1 0.1
C -4.583 -0.338 0.493 -0.2 -0.1 0.0
F -4.292 -1.640 0.678 -0.1 0.2 -0.1
F -5.134 0.123 1.618 0.1 -0.1 -0.1
F -5.512 -0.268 -0.480 0.1 0.1 0.2
N 0.346 1.010 0.725 -0.2 0.2 -0.3
H 1.315 -1.096 0.327 0.1 -0.2 0.1
H 3.008 -0.621 0.522 -0.1 0.1 0.0
H 2.633 0.232 2.735 -0.1 0.0 0.0
H 1.337 -0.946 3.041 -0.2 0.1 -0.1
H -1.097 2.023 -1.214 0.0 0.0 0.1
H -0.866 3.610 -0.477 0.0 -0.1 -0.1
H -3.324 2.859 -0.956 0.1 -0.1 0.0
H -2.954 3.654 0.570 0.0 -0.2 0.1
H -2.468 -0.184 0.444 0.0 0.1 0.0
H -3.273 0.518 -0.979 -0.1 0.0 0.1
H 0.670 0.491 -0.089 0.1 0.0 0.0
C 3.819 -2.475 -3.310 0.0 0.0 0.0
F 2.817 -2.892 -4.097 0.0 0.0 0.0
F 4.877 -3.258 -3.541 0.0 0.0 0.0
F 4.140 -1.226 -3.690 0.0 0.0 0.0
S 3.335 -2.524 -1.535 0.1 -0.1 -0.5
O 3.006 -3.907 -1.316 0.0 0.1 0.1
O 2.193 -1.604 -1.517 -0.1 0.0 -0.2
O 4.509 -2.011 -0.863 -0.1 0.1 0.1
```
Forces are in eV/Å.

- Molar mass: 392.25 g/mol
- Charge: 0
- HOMO: -8.8 eV



No. 4
This record from the Open Molecules 2025 dataset describes 2 unconnected molecules or ions with the total composition C3H5NO4. The level of theory is ωB97M-V with the def2-TZVPD basis set.

Geometry as XYZ:
```
13
Properties=species:S:1:pos:R:3:forces:R:3
C 2.339 0.438 0.060 0.5 0.5 0.2
C -1.876 0.819 0.319 1.9 -0.8 -0.2
C 1.454 -0.701 -0.442 -1.5 -2.0 1.6
N -1.554 -0.130 -0.738 -1.6 0.8 -0.9
O 2.562 0.631 1.269 -0.5 -0.4 0.3
O -1.724 -1.437 -0.144 1.9 0.2 0.6
O 2.866 1.032 -0.902 0.4 0.5 -0.8
O 0.805 -1.494 0.274 2.1 1.1 -0.9
H -0.852 1.149 0.804 -1.8 -0.2 0.2
H -2.270 1.655 -0.238 -0.4 0.9 0.3
H -2.618 0.386 1.063 0.7 0.6 -0.5
H 1.637 -0.931 -1.509 -0.4 0.2 0.0
H -0.768 -1.416 0.181 -1.4 -1.4 0.0
```
Forces are in eV/Å.

- Molar mass: 119.08 g/mol
- Charge: -2
- HOMO (spin up / spin down): 2.2 / 2.2 eV



No. 5
This record from the Open Molecules 2025 dataset describes 2 unconnected molecules or ions with the total composition CH4BrClOP. The level of theory is ωB97M-V with the def2-TZVPD basis set.

Geometry as XYZ:
```
9
Properties=species:S:1:pos:R:3:forces:R:3
C 0.794 -0.465 0.959 1.7 0.5 -0.5
O 0.203 0.650 -2.198 0.6 -1.3 4.2
P -0.690 0.195 0.092 1.8 -3.7 -3.2
Cl -1.380 1.890 0.329 -0.8 2.5 0.9
Br -2.252 -1.383 0.290 1.3 1.4 -0.3
H 1.777 -0.032 0.640 -1.0 -0.1 -1.2
H 0.855 -1.551 0.802 -0.4 0.4 -0.1
H 1.070 -0.221 1.986 -1.6 0.1 0.7
H -0.377 0.917 -2.900 -1.6 0.2 -0.4
```
Forces are in eV/Å.

- Molar mass: 178.37 g/mol
- Charge: +1
- HOMO (spin up / spin down): -15.4 / -15.2 eV



No. 6
This record from the Open Molecules 2025 dataset describes 5 unconnected molecules or ions with the total composition C23H48NO14. The level of theory is ωB97M-V with the def2-TZVPD basis set.

Geometry as XYZ:
```
86
Properties=species:S:1:pos:R:3:forces:R:3
C 4.859 3.537 -1.880 -0.4 0.1 -0.6
C 3.634 4.363 -2.354 0.8 0.2 0.9
O 2.401 3.665 -2.085 -0.1 -0.1 -1.1
C 2.225 2.642 -3.001 0.5 -0.5 0.6
N 0.752 2.513 -3.277 0.6 0.2 -0.1
C 0.019 1.932 -2.102 -0.1 -0.1 1.3
C -1.127 2.803 -1.509 -1.0 -0.7 0.4
O -1.707 3.737 -2.396 0.9 0.3 0.0
C -0.634 4.598 -2.791 0.8 -1.1 0.5
C 0.209 3.803 -3.806 -1.3 1.3 -1.2
H 5.609 4.215 -1.460 0.0 -0.3 -0.2
H 4.579 2.785 -1.129 0.0 0.4 -0.1
H 5.270 2.990 -2.739 0.2 0.1 0.3
H 3.562 5.301 -1.792 -0.1 -0.3 -0.1
H 3.718 4.604 -3.427 -0.2 -0.1 0.3
H 2.762 2.796 -3.951 -0.4 0.2 0.1
H 2.567 1.677 -2.593 -0.2 0.1 -0.1
H 0.698 1.842 -4.040 -0.1 -0.1 0.0
H -0.336 0.918 -2.326 0.0 0.5 -0.5
H 0.759 1.799 -1.299 -0.1 0.1 -0.3
H -1.931 2.110 -1.222 0.2 0.2 -0.1
H -0.830 3.293 -0.566 0.3 0.0 -0.4
H -0.987 5.550 -3.188 -0.1 -0.3 -0.2
H -0.005 4.774 -1.900 -0.2 0.4 -0.3
H -0.462 3.544 -4.642 0.1 0.0 0.4
H 0.992 4.424 -4.259 0.1 -0.4 0.5
C -2.882 2.954 5.862 -0.1 0.3 -0.1
C -2.995 1.911 4.769 0.3 -0.1 0.5
O -3.947 2.304 3.763 0.2 0.0 -0.1
C -3.519 3.224 2.904 -0.4 -0.2 0.3
O -2.430 3.730 2.884 0.3 0.1 -0.2
O -4.521 3.498 2.067 0.0 0.0 -0.2
C -4.228 4.548 1.147 -0.1 0.3 -0.3
H -3.865 3.175 6.281 0.0 -0.1 0.1
H -2.228 2.602 6.660 0.0 -0.1 0.0
H -2.478 3.889 5.476 0.1 -0.1 0.0
H -3.368 0.980 5.193 -0.2 0.0 -0.2
H -2.027 1.698 4.313 -0.1 0.2 -0.1
H -3.303 4.351 0.607 0.0 0.0 0.1
H -4.166 5.501 1.672 0.1 0.0 0.0
H -5.046 4.598 0.432 -0.1 -0.2 0.1
C -8.557 -2.506 7.119 0.0 0.3 0.0
C -7.659 -3.236 6.141 -0.2 -0.3 0.5
O -7.515 -2.506 4.915 0.1 -0.1 -0.1
C -6.685 -1.466 4.967 -0.3 -0.2 -0.2
O -6.053 -1.109 5.923 0.2 0.1 0.2
O -6.683 -0.881 3.770 0.1 0.0 -0.1
C -5.895 0.310 3.720 -0.1 0.2 -0.2
H -9.517 -2.273 6.656 0.0 -0.1 0.0
H -8.730 -3.115 8.007 0.0 0.0 0.0
H -8.113 -1.562 7.434 0.1 -0.1 0.0
H -8.110 -4.190 5.871 0.0 0.1 -0.2
H -6.681 -3.449 6.573 0.0 0.2 -0.1
H -4.888 0.127 4.072 -0.1 -0.1 0.1
H -6.369 1.095 4.309 0.1 0.0 0.1
H -5.851 0.631 2.683 -0.1 -0.1 0.0
C 6.907 -1.719 -5.264 -0.3 0.0 0.1
C 7.461 -1.037 -4.029 0.4 -0.3 -0.5
O 6.435 -0.332 -3.311 0.0 0.1 0.2
C 5.628 -1.095 -2.580 0.2 0.3 -0.4
O 5.683 -2.285 -2.464 0.0 -0.2 0.1
O 4.716 -0.301 -2.007 -0.3 0.2 0.1
C 3.722 -1.013 -1.266 -0.2 -0.1 0.2
H 6.377 -1.001 -5.892 0.1 0.0 0.0
H 7.711 -2.171 -5.844 0.0 0.1 0.0
H 6.196 -2.502 -4.998 0.1 0.0 0.0
H 8.193 -0.286 -4.323 -0.2 0.2 0.2
H 7.967 -1.744 -3.371 -0.2 0.0 0.1
H 4.174 -1.682 -0.537 0.0 -0.1 -0.1
H 3.077 -1.573 -1.945 0.1 -0.1 0.0
H 3.121 -0.275 -0.737 0.1 0.1 -0.1
C 0.306 -6.229 -0.218 0.1 0.3 -0.1
C 1.110 -7.371 -0.806 -0.3 -0.1 0.4
O 1.790 -6.974 -2.004 0.0 -0.1 0.0
C 2.887 -6.241 -1.817 -0.2 -0.1 -0.3
O 3.345 -5.906 -0.759 0.1 0.1 0.3
O 3.382 -5.931 -3.015 0.1 0.0 -0.1
C 4.522 -5.069 -2.963 0.2 0.1 -0.1
H -0.372 -5.815 -0.967 -0.1 -0.1 0.0
H -0.277 -6.571 0.637 0.0 0.0 0.0
H 0.957 -5.419 0.113 0.1 -0.1 0.1
H 0.440 -8.179 -1.096 0.1 0.0 -0.2
H 1.818 -7.778 -0.084 0.1 0.1 -0.1
H 5.297 -5.476 -2.315 -0.1 0.1 0.1
H 4.227 -4.080 -2.623 0.1 -0.1 0.1
H 4.917 -4.989 -3.973 -0.2 -0.1 0.0
```
Forces are in eV/Å.

- Molar mass: 562.63 g/mol
- Charge: +1
- HOMO: -12.0 eV